Here is a cluster of 2 separate species, C5H12O in total from OMol25. Energies are from ωB97M-V/def2-TZVPD.

XYZ file:
```
18
Properties=species:S:1:pos:R:3:forces:R:3:mulliken_charge:R:1
C 1.5564 0.4806 2.0496 0.149 0.079 0.095 -1.13
C 0.9337 0.4358 0.6685 -0.067 -0.071 0.055 -0.19
C -1.1166 0.0469 -1.1663 -0.223 0.774 -0.240 -0.09
C -0.4671 0.3614 -2.4644 -0.016 -0.067 -0.010 -1.01
O -1.0685 -1.1508 -0.6952 -0.016 -0.731 -0.420 -0.28
C -1.4090 -1.5275 0.5234 -0.434 -0.197 0.303 -0.66
H 0.8229 0.8674 2.7669 0.228 0.002 -0.032 0.29
H 1.8233 -0.5326 2.3736 0.052 0.214 -0.019 0.30
H 2.4472 1.1114 2.0746 -0.014 -0.054 0.167 0.34
H 1.5929 0.0067 -0.0965 -0.009 0.168 0.164 0.26
H 0.5821 1.4128 0.3252 0.249 -0.013 0.106 0.27
H -1.5685 0.8151 -0.5420 -0.032 -0.151 -0.132 0.50
H 0.2493 1.1892 -2.3520 -0.123 -0.144 0.020 0.25
H -1.1990 0.6706 -3.2213 0.122 -0.054 0.033 0.32
H 0.0818 -0.5072 -2.8388 -0.118 0.082 0.041 0.30
H -1.3180 -2.5849 0.7114 -0.085 0.100 -0.083 0.25
H 0.0816 -0.2402 0.7688 0.254 0.216 0.040 -0.05
H -2.0246 -0.8545 1.1144 0.083 -0.153 -0.087 0.32
```
Forces are in eV/Å.

For the total energy, the calculation gives -7423.191 eV. For the LUMO energy (alpha / beta), the calculation gives 1.00 / 0.91 eV.